Here is a structure of composition C18H59AgN17O13 at a distorted geometry from the OMol25 dataset. Energies are from ωB97M-V with the def2-TZVPD basis set.

Last column: Mulliken charge in e.
Geometry (Å):
Ag -20.6840 20.8417 25.9060  0.54
O -20.9166 19.9108 29.3949  -0.73
C -21.5662 20.8869 30.1771  -0.26
C -21.1481 22.4011 30.0530  -0.18
O -21.3083 23.0497 28.8028  -0.78
H -21.4275 20.6339 31.2283  0.16
H -22.6494 20.8741 30.0564  0.11
H -20.1032 22.4819 30.3524  0.09
H -21.5855 23.0884 30.7771  0.08
C -22.8974 19.0200 40.9270  -1.40
C -22.0451 19.4114 39.7277  0.62
C -22.8178 20.1611 38.6898  -0.80
O -23.7409 19.3647 37.8876  -0.35
C -23.0954 18.4724 36.9168  -0.71
N -20.9787 20.2520 40.2801  -0.72
H -23.2620 19.9281 41.4071  0.33
H -22.3389 18.3366 41.5665  0.42
H -23.7401 18.4279 40.5700  0.32
H -21.5866 18.5061 39.3298  0.14
H -22.1565 20.6677 37.9868  0.40
H -23.4602 20.9383 39.1038  0.34
H -23.7998 17.6915 36.6301  0.28
H -22.2429 17.8634 37.2172  0.29
H -22.8177 19.0620 36.0430  0.28
H -20.7244 19.8099 41.1518  0.28
H -21.3988 21.1575 40.4342  0.27
C -23.9295 24.8699 34.6167  -1.01
C -24.6788 25.6455 33.4983  -0.25
O -24.8767 24.9529 32.3207  -0.48
H -22.8611 24.7001 34.4833  0.30
H -24.2996 23.8534 34.7503  0.28
H -24.2286 25.4078 35.5163  0.33
H -24.0635 26.5284 33.3250  0.22
H -25.6618 25.9647 33.8449  0.32
H -24.0378 24.7573 31.8971  0.28
C -19.2125 30.2167 28.5758  -1.08
C -19.5494 28.7511 28.2168  -0.14
O -20.2025 28.0778 29.3672  -0.51
H -18.9729 30.7322 27.6458  0.33
H -18.3188 30.2994 29.1944  0.29
H -19.9982 30.6404 29.2013  0.30
H -18.6269 28.2447 27.9328  0.26
H -20.2495 28.7743 27.3817  0.27
H -20.5216 27.2360 29.0338  0.28
C -22.1269 14.7920 31.3498  0.69
O -22.4717 13.7222 31.8279  -0.69
N -22.9356 15.5542 30.7286  -0.31
N -20.9745 15.4046 31.3394  -0.34
H -22.4990 16.3838 30.3528  0.13
H -23.8895 15.2890 30.5288  0.19
H -20.8866 16.2907 30.8626  0.15
H -20.1843 15.0109 31.8301  0.19
C -28.7102 21.2455 31.2444  0.64
O -29.7267 20.6412 31.2690  -0.65
N -28.3663 22.2875 31.8734  -0.32
N -27.9163 21.0250 30.2310  -0.38
H -27.6364 22.9254 31.5898  0.16
H -28.8878 22.5033 32.7109  0.20
H -28.0870 20.2206 29.6445  0.18
H -27.0572 21.5450 30.1230  0.16
C -15.6390 20.5275 32.4118  0.71
O -14.5641 20.8591 32.9310  -0.71
N -15.7314 20.7268 31.1549  -0.37
N -16.7672 20.1252 32.8956  -0.37
H -14.8881 21.0088 30.6758  0.20
H -16.6649 20.6744 30.7730  0.16
H -17.5609 19.9289 32.3028  0.17
H -16.8196 19.8894 33.8763  0.21
C -18.5619 26.8354 34.3329  0.62
O -18.4118 27.0804 35.4967  -0.65
N -18.2623 25.6732 33.7311  -0.37
N -18.9601 27.7192 33.5036  -0.32
H -18.4231 25.4257 32.7651  0.18
H -18.0063 24.8569 34.2678  0.19
H -19.2722 27.3775 32.6059  0.15
H -19.2826 28.6390 33.7683  0.21
C -17.8754 24.7325 24.6432  0.69
O -17.0857 24.8360 23.6976  -0.70
N -19.1186 25.1738 24.7590  -0.34
N -17.4984 24.2174 25.7816  -0.35
H -19.5764 25.0259 25.6470  0.15
H -19.6164 25.6509 24.0209  0.19
H -16.5302 23.9456 25.8751  0.21
H -18.2063 24.2838 26.4990  0.15
C -23.8758 16.7193 25.4774  0.66
O -24.5990 16.3789 24.5813  -0.67
N -24.1070 17.6248 26.3861  -0.36
N -22.7354 16.1739 25.7843  -0.35
H -23.3933 17.9466 27.0243  0.15
H -25.0036 18.0776 26.2809  0.19
H -22.5017 15.2961 25.3426  0.21
H -22.2132 16.5326 26.5708  0.16
C -16.9878 17.5731 25.7791  0.67
O -17.3336 18.7502 25.6124  -0.70
N -16.1838 16.9330 25.0041  -0.42
N -17.4432 16.8142 26.6842  -0.37
H -15.8648 17.5193 24.2461  0.23
H -15.8945 15.9763 25.1496  0.16
H -18.1224 17.2528 27.2896  0.25
H -17.2172 15.8330 26.6060  0.16
C -25.9769 24.8269 25.9957  0.64
O -26.9717 25.2021 25.3944  -0.68
N -25.9380 23.7029 26.6199  -0.33
N -24.7804 25.3615 25.9894  -0.36
H -26.7309 23.1202 26.8478  0.20
H -25.0583 23.6296 27.1108  0.15
H -23.9659 24.9902 26.4572  0.18
H -24.7132 26.2257 25.4710  0.20

Atomic forces in eV per Å
0.0 0.2 1.4
-0.6 1.2 0.3
0.4 -0.8 -1.0
0.9 1.2 -2.4
0.0 -1.0 0.6
0.4 0.1 0.6
-0.6 0.0 -0.4
0.9 -0.5 0.0
-1.1 -0.5 0.8
-0.8 -0.9 -1.1
0.2 -0.3 1.4
-0.8 -0.2 -2.0
1.4 -1.1 0.3
-0.7 0.6 0.3
0.3 0.0 -1.2
0.1 -0.2 0.3
0.1 0.4 0.4
-0.4 0.1 0.1
0.0 0.0 -0.4
0.4 0.1 0.0
0.0 0.0 0.4
-0.5 0.5 0.0
0.3 0.6 0.7
0.1 0.0 -0.1
0.2 0.5 0.2
0.3 0.2 0.5
-1.3 -0.3 -0.2
1.3 -0.1 1.1
-0.5 -0.7 -1.1
0.1 0.8 0.0
-0.5 0.0 -0.2
0.8 0.0 0.4
-0.2 0.5 -0.1
0.0 -0.1 0.1
0.1 -0.1 0.0
0.3 -1.1 0.4
-0.5 0.5 1.3
1.0 0.9 -1.2
-0.4 0.3 0.1
0.1 -0.3 0.0
-0.3 0.3 -0.6
-0.1 -0.3 0.0
0.0 -0.2 -0.1
-0.1 -0.2 0.1
-0.7 -3.0 1.4
0.9 -0.7 0.6
-4.4 3.4 -3.2
5.0 0.3 1.1
-1.4 0.1 -0.3
0.4 0.2 0.0
0.5 -0.3 0.5
-0.2 0.2 -0.2
-0.5 -1.2 -3.6
-3.8 -2.4 2.1
0.8 5.1 5.1
3.6 -1.2 -3.5
-0.1 -0.4 0.2
0.2 0.3 -0.2
0.1 0.3 0.2
0.0 -0.5 -0.1
4.1 2.1 1.2
-0.4 -1.1 1.7
-0.7 0.4 -5.5
-3.1 -1.8 3.6
-0.6 0.1 -0.2
0.7 0.2 -1.0
0.2 -0.1 0.3
-0.2 0.1 -0.3
1.1 -1.6 1.7
0.4 -0.2 2.5
0.7 -3.1 -0.4
-2.3 3.7 -4.5
-0.1 0.6 0.2
-0.1 0.5 0.3
0.0 0.6 -0.1
0.2 -0.5 0.3
2.5 0.8 -2.3
-1.2 0.1 -0.1
-2.9 1.1 -0.8
0.8 -1.4 2.5
-0.3 0.2 -0.5
0.3 -0.3 0.2
-0.5 0.0 0.4
1.2 -0.7 0.7
-0.4 -0.6 -0.2
-1.2 -0.3 -1.4
-2.7 3.5 1.7
4.2 -2.8 -0.3
-0.6 0.2 -0.1
0.4 0.5 0.4
0.3 0.3 0.2
0.1 -0.7 -0.3
-1.2 4.3 -1.3
0.4 -0.2 0.0
3.4 -0.8 -3.9
-2.5 -2.5 4.6
0.4 -0.7 -0.1
0.1 0.5 -0.3
0.0 -0.7 0.3
-0.7 0.3 0.9
-2.7 0.3 -2.1
-0.2 1.2 -0.3
0.6 -4.1 3.0
2.7 3.4 -1.0
0.2 0.4 -0.1
-0.6 -1.3 0.5
-0.3 0.2 -0.2
0.3 -0.2 0.2

Net charge ... -1
Energy above the lowest of the compared OMol25 structures with the same formula, charge and spin ... 1401.7 kJ/mol
LUMO level ... 0.0 eV